Record 1
Below is a cluster of 2 separate species, C4H6NO5 in total, with properties calculated with wB97M-V/def2-TZVPD.

XYZ file:
```
16
Properties=species:S:1:pos:R:3:forces:R:3
C 2.489394 0.164446 -1.104126 -0.6 -1.1 1.4
C -0.349962 1.223434 0.931834 -2.4 -1.5 -0.1
C 0.024971 -1.655013 -1.153632 0.2 2.0 2.0
C 1.250209 -0.135693 -0.211908 -1.3 -0.8 0.3
N -1.235443 -1.516742 -0.552595 -1.2 1.9 -2.4
O 2.409060 -0.052568 -2.288961 0.1 -0.1 -1.9
O 3.358938 0.599775 -0.346433 0.9 0.5 0.4
O -2.114608 -0.779944 -1.203200 2.2 -1.8 1.9
O -1.470666 -2.001442 0.539132 -0.3 -0.3 0.6
O 0.538594 0.991914 -0.175251 -0.6 0.2 0.9
H -1.343084 1.598266 0.443002 1.9 -0.3 1.1
H 0.084898 1.898353 1.705714 -0.2 -0.3 -0.8
H -0.678869 0.213055 1.431069 0.9 1.8 -0.9
H 0.003559 -1.268459 -2.119968 0.3 0.2 -1.4
H 0.634362 -2.451633 -0.812849 0.1 -0.8 0.1
H 1.354958 -0.670056 0.775956 0.0 0.5 -1.1
```
Positions in Å, forces in eV/Å.

- total charge = -1

---

Record 2
Below is a structure of composition BrH8NSi3, with properties calculated with wB97M-V/def2-TZVPD.

XYZ file:
```
13
Properties=species:S:1:pos:R:3:forces:R:3
N -0.130309 0.082512 -0.278496 -0.4 -0.5 4.3
Si -0.199261 1.779335 -0.119780 -0.3 0.3 1.4
Si 0.102424 -0.761803 -1.667984 -1.4 -2.1 -1.9
Si 0.187468 -1.176711 1.766918 -0.7 2.9 -2.6
Br -1.062992 0.062800 3.099599 -0.1 -0.6 -0.1
H -1.480268 2.624840 -0.196156 0.5 -0.8 -0.5
H 0.821396 2.105326 -1.095282 0.3 1.0 -0.5
H 0.164398 2.101577 1.299838 0.3 0.1 -0.4
H -0.493398 -2.086946 -1.322215 0.6 -0.4 -0.2
H -0.681016 -0.530731 -2.964456 0.2 0.6 0.8
H 1.453142 -0.812099 -2.158273 1.0 -0.2 -0.1
H -0.213021 -2.525163 1.348363 0.0 0.1 0.2
H 1.531437 -0.862935 2.287923 0.0 -0.4 -0.4
```
Positions in Å, forces in eV/Å.

---

Record 3
Below is the ion C4H7NO2 with charge +1, with properties calculated with wB97M-V/def2-TZVPD.

XYZ file:
```
14
Properties=species:S:1:pos:R:3:forces:R:3
O -1.002223 -1.630581 -0.818392 -1.0 -2.2 -0.8
C -0.620864 -0.595849 -0.415221 4.1 3.3 -0.9
N 0.766567 -0.276297 -0.583246 -0.6 -1.7 -1.3
C 1.500093 0.765757 -0.022886 -0.2 1.6 0.9
O 2.629312 1.017899 -0.332654 -1.3 -0.7 0.2
C -1.470041 0.480055 0.133478 -2.1 -0.7 1.5
C -1.425190 0.069397 1.609392 -4.9 2.3 2.0
H 1.221006 -0.786247 -1.349624 0.0 -0.1 0.5
H 0.858911 1.301575 0.728129 0.9 -0.1 -0.3
H -2.483041 0.218272 -0.216225 0.5 0.6 -0.2
H -1.246981 1.550118 0.051095 0.4 -0.7 -0.7
H -0.964022 0.776549 2.231406 1.3 1.3 0.4
H -2.590887 0.293516 1.996736 2.9 -1.2 -0.9
H -1.081656 -0.834415 2.020996 0.1 -1.7 -0.4
```
Positions in Å, forces in eV/Å.

- spin multiplicity = 2
- total charge = +1

---

Record 4
Below is a structure of composition C33H40CrN4O2S2, with properties calculated with wB97M-V/def2-TZVPD.

XYZ file:
```
82
Properties=species:S:1:pos:R:3:forces:R:3
Cr -0.060676 -0.426606 -1.761846 1.1 1.6 -0.8
C -0.107655 1.532767 2.056900 0.0 -0.2 0.0
C -0.116291 1.380087 0.563862 0.5 -1.0 0.4
N 0.330559 0.243574 0.059654 -0.8 1.3 -1.3
N 0.881396 -0.602857 0.938062 1.0 -1.1 1.8
C 1.212470 -1.793284 0.554847 -0.5 1.1 0.0
S 0.930563 -2.439492 -1.010764 -0.3 -0.2 -0.5
S 2.026426 -2.873534 1.633376 0.3 -0.2 0.3
C 1.915002 -2.026134 3.247483 0.0 -0.1 -0.4
C 0.614122 -2.293172 3.939901 -0.2 0.1 0.1
C -0.039705 -1.254678 4.592450 0.1 -0.1 0.0
C -1.238433 -1.480028 5.249070 -0.1 0.0 0.1
C -1.796446 -2.748048 5.249945 0.0 0.0 0.1
C -1.139101 -3.793909 4.618826 0.0 0.0 0.0
C 0.060924 -3.567737 3.968936 0.0 0.0 0.0
C -0.613156 2.463922 -0.233481 -0.6 0.6 -1.3
C -0.744131 3.752218 0.325777 0.0 -0.2 0.0
C -1.222128 4.820659 -0.392681 0.0 0.1 0.0
C -1.641060 4.649200 -1.712543 0.2 -0.1 0.2
C -1.539073 3.415788 -2.300877 0.1 -0.5 0.0
C -1.003301 2.307417 -1.604162 0.0 1.8 1.5
O -0.883495 1.180346 -2.208717 0.1 -2.6 -0.7
H -0.196684 0.544152 2.498253 0.0 0.1 0.1
H -0.919520 2.162651 2.408145 0.0 0.1 -0.1
H 0.838174 1.960613 2.382437 0.1 0.0 0.1
H 2.051373 -0.962195 3.069234 0.1 0.0 0.1
H 2.747651 -2.416955 3.834105 0.1 0.0 -0.1
H 0.414412 -0.274571 4.604533 0.0 0.1 0.0
H -1.727997 -0.670044 5.773047 0.0 0.0 0.0
H -2.735764 -2.927875 5.751928 -0.1 0.0 0.1
H -1.555409 -4.790906 4.646442 0.0 -0.1 0.0
H 0.575821 -4.384776 3.484639 0.0 -0.1 -0.1
H -0.439030 3.920870 1.345438 0.1 0.0 0.1
H -1.277704 5.796098 0.062966 0.0 0.1 0.1
H -2.029280 5.486225 -2.271857 -0.1 0.1 -0.1
H -1.864259 3.259776 -3.318296 0.0 -0.1 -0.1
C 0.646878 -0.933812 -4.464922 0.1 0.1 0.2
C 1.539765 -0.120291 -3.551299 0.4 0.0 -0.1
C 2.653070 -0.726782 -2.922150 -0.2 0.2 0.1
C 3.114450 -2.080072 -3.384050 -0.1 0.1 0.1
C 3.354969 -0.007138 -1.947219 0.0 0.2 0.0
C 4.476065 -0.692661 -1.214599 -0.1 0.1 0.0
C 3.050837 1.345212 -1.728162 0.1 -0.3 -0.2
C 3.643407 2.090726 -0.565336 0.0 -0.1 0.0
C 2.229630 2.024980 -2.642651 -0.2 -0.2 -0.2
C 2.212682 3.528225 -2.697464 0.0 -0.1 0.1
C 1.451811 1.293774 -3.544569 0.2 0.0 0.2
C 0.589317 1.977603 -4.569978 0.0 -0.1 0.2
H -0.409586 -0.663042 -4.313253 0.0 0.0 -0.1
H 0.760885 -1.999878 -4.273575 -0.1 0.0 -0.1
H 0.873942 -0.741860 -5.514510 -0.1 0.0 -0.1
H 2.508421 -2.888949 -2.977460 0.0 -0.1 0.0
H 4.139682 -2.259628 -3.082624 0.1 -0.1 0.0
H 3.068949 -2.127658 -4.470487 0.0 -0.1 -0.1
H 4.159408 -1.668728 -0.848820 0.1 -0.1 0.1
H 4.840700 -0.108777 -0.377078 0.0 0.0 0.0
H 5.316280 -0.837074 -1.895071 0.1 -0.1 0.0
H 4.616292 2.511254 -0.819026 0.1 0.1 0.1
H 3.772614 1.429506 0.287712 0.0 0.0 0.0
H 2.985473 2.900279 -0.258150 0.0 0.1 0.0
H 1.245462 3.924760 -2.391806 -0.1 0.2 0.0
H 2.412893 3.856759 -3.715071 0.0 0.1 -0.1
H 2.978523 3.961184 -2.066466 0.1 0.1 0.1
H 1.069788 1.915445 -5.546928 0.0 0.0 -0.1
H 0.438651 3.024037 -4.330375 -0.1 0.0 0.0
H -0.385082 1.499814 -4.645378 0.0 0.0 -0.1
N -1.675801 -1.117602 -1.018761 -1.8 -0.9 1.0
C -2.470476 -1.365657 -0.206616 1.0 0.3 -0.9
N -3.342152 -1.572403 0.716123 -0.2 0.0 0.3
C -4.256605 -0.484402 1.059248 -0.5 0.4 0.3
C -4.632774 -0.608223 2.537203 0.1 0.3 -0.2
O -5.156469 -1.877679 2.812421 -0.2 0.0 0.0
C -4.194654 -2.875149 2.587492 0.3 -0.2 -0.2
C -3.758344 -2.913400 1.117564 -0.3 -0.6 0.4
H -5.154214 -0.557006 0.435935 0.0 0.0 0.0
H -3.760103 0.466150 0.860359 0.0 0.0 0.0
H -5.415011 0.106205 2.789229 0.1 0.1 -0.1
H -3.747041 -0.416403 3.160211 0.0 0.0 0.0
H -4.671153 -3.814315 2.865604 0.2 -0.1 -0.1
H -3.316760 -2.707368 3.228906 -0.1 0.0 -0.1
H -4.592937 -3.239500 0.485186 0.1 0.1 0.0
H -2.920275 -3.600014 0.995625 0.0 0.0 0.0
```
Positions in Å, forces in eV/Å.

- spin multiplicity = 2
- total charge = +1

---

Quick rundown of electronic energy, same order as above: -586.86505, -3502.00310, -361.44539, -3491.59372 a.u.